12
Properties=species:S:1:pos:R:3:nbo_charge:R:1 method="wB97M-V/def2-TZVPD" e_above_lowest_ev=0.673 homo_lumo_gap_ev=9.499 smiles=C[C@H]1C[C@@H]1I e_homo_ha=-0.326
I 3.562 0.029 0.052 0.137
C -0.699 -0.945 -0.101 -0.596
C 1.522 0.041 0.501 -0.393
C 0.602 1.355 -0.047 -0.430
C 0.468 -0.111 -0.523 -0.278
H 0.550 -0.149 -1.647 0.242
H 1.135 2.181 -0.533 0.224
H -0.071 1.898 0.616 0.213
H 1.251 -0.185 1.576 0.245
H -0.504 -1.974 -0.121 0.215
H -1.585 -0.770 -0.761 0.217
H -0.875 -0.803 1.005 0.202

18
Properties=species:S:1:pos:R:3:nbo_charge:R:1 method="wB97M-V/def2-TZVPD" e_above_lowest_ev=0.742 homo_lumo_gap_ev=10.139 smiles="CP(C)[NH2+]/C=N/N" e_homo_ha=-0.486 charge=+1
P -1.546 -0.019 -1.015 1.045
N 0.096 -1.010 -0.816 -0.779
N 3.248 0.382 0.277 -0.551
N 2.166 -0.050 -0.241 -0.188
C 1.137 -0.632 0.166 0.053
C -2.399 -0.664 0.465 -1.020
C -0.933 1.535 -0.359 -1.014
H 0.977 -1.047 1.115 0.177
H -3.436 -0.219 0.466 0.282
H -2.609 -1.742 0.592 0.270
H 0.025 -2.038 -0.543 0.443
H 0.011 1.729 -0.860 0.264
H -0.907 1.590 0.764 0.253
H 0.498 -1.229 -1.691 0.437
H -1.571 2.396 -0.582 0.287
H 3.789 0.904 -0.455 0.411
H -1.972 -0.320 1.450 0.244
H 3.426 0.433 1.267 0.386

7
Properties=species:S:1:pos:R:3:nbo_charge:R:1 method="wB97M-V/def2-TZVPD" e_above_lowest_ev=3.269 homo_lumo_gap_ev=7.995 e_homo_ha=-0.338
O -2.498 0.096 0.170 -0.689
N 0.253 0.576 -0.019 -0.470
N -2.161 2.359 0.545 -0.646
C -2.495 1.269 0.416 0.583
C -0.233 -0.479 0.211 0.474
H -0.381 -1.514 0.415 0.272
H -0.101 1.497 0.133 0.476

103
Properties=species:S:1:pos:R:3:mulliken_charge:R:1 method="wB97M-V/def2-TZVPD" e_above_lowest_ev=12.669 homo_lumo_gap_ev=7.041 smiles="Cc1ccc(CC2=CC(=O)c3c(CCCCOC=O)c(CC(=O)Br)c(CCF)c([PH2]=O)c3C2=O)cc1.O=C1OCCO1.O=C1OCCO1.O=C1OCCO1.O=C1OCCO1" e_homo_ha=-0.305
Br -7.034 -0.813 1.392 -0.181
P -3.264 6.528 -1.182 0.540
F -6.905 4.207 -0.716 -0.298
O 1.468 -1.469 1.492 -0.381
O -1.606 -3.161 -1.367 -0.333
O 6.395 1.057 -2.268 -0.553
O 2.636 -7.147 3.768 -0.577
O -6.931 1.322 -0.522 -0.422
O 5.683 -0.988 -1.605 -0.380
O -1.876 0.341 -3.747 -0.568
O 4.185 0.563 -2.241 -0.247
O 3.712 -6.072 2.089 -0.326
O 3.596 -5.124 4.124 -0.355
O -0.572 -2.352 -3.355 -0.441
O 0.664 -5.933 1.180 -0.118
O 0.644 -6.739 -0.916 -0.373
O 2.086 -5.076 -0.369 -0.516
O 1.861 -2.043 3.655 -0.367
O -0.007 -2.758 2.630 -0.253
O -2.360 7.039 -0.036 -0.682
O -1.648 5.462 -3.837 -0.564
C -3.352 1.409 -1.037 -0.069
C 1.344 4.335 -3.709 -0.772
C 3.062 2.848 -0.133 -0.315
C 4.189 -4.740 1.951 0.247
C 2.070 4.309 -2.254 0.657
C -0.167 -7.606 -0.135 -0.469
C 0.071 -3.451 3.868 -0.185
C -3.236 4.646 -1.176 0.396
C -5.011 4.826 0.883 -1.400
C -2.277 -0.595 0.178 -0.619
C -0.532 -2.514 -0.631 -0.051
C 4.507 -4.347 3.358 -0.419
C -0.055 3.546 -3.471 0.310
C -4.139 3.893 -0.116 0.136
C -2.401 3.741 -2.121 0.520
C 2.450 5.595 -1.463 -0.675
C -4.177 2.320 -0.044 0.999
C -6.369 0.848 0.479 0.490
C 2.412 2.945 -1.539 0.636
C -5.048 1.544 1.054 -1.069
C 4.399 -1.497 -1.270 -0.120
C 3.110 5.495 -0.036 -0.609
C -0.123 2.114 -3.446 -0.411
C -1.481 -2.977 -2.764 0.041
C -0.830 -0.932 -0.431 0.700
C 1.139 -2.036 2.499 0.417
C -0.470 -6.782 1.079 -0.346
C 3.477 -0.663 -2.106 0.201
C 3.257 -6.203 3.364 0.733
C 4.029 3.966 2.123 -1.013
C -2.461 2.167 -2.081 0.321
C 1.034 -2.620 4.658 -0.413
C -3.392 -0.204 -0.952 -0.452
C -1.535 1.391 -3.154 -0.006
C 1.212 -5.845 -0.064 0.577
C -6.447 5.214 0.222 -0.200
C 3.407 4.132 0.665 0.486
C 5.505 0.284 -2.058 0.550
C -1.404 4.403 -3.211 -0.275
H 3.259 1.801 0.305 0.239
H 5.064 -4.707 1.300 0.349
H -0.443 -2.963 0.428 -0.126
H 3.368 6.443 0.543 0.282
H 3.397 -4.125 1.513 -0.160
H 4.232 -1.358 -0.198 0.125
H -1.365 -6.164 0.953 0.273
H -2.837 7.123 -2.412 0.097
H 0.510 -2.668 -1.107 0.341
H -4.425 5.755 1.230 0.506
H -5.239 2.203 1.986 0.349
H -0.911 -3.514 4.341 0.338
H 3.498 3.120 2.710 0.250
H -2.639 -1.431 0.882 0.225
H 5.144 3.668 2.122 0.247
H 0.792 1.454 -3.616 0.622
H -4.391 -0.608 -0.574 0.029
H -0.582 -7.389 1.978 0.301
H 4.354 -3.281 3.536 0.269
H -2.138 0.337 0.851 0.461
H -2.322 -3.425 -3.417 0.331
H 4.328 -2.560 -1.505 0.319
H -5.284 4.264 1.858 0.265
H 5.528 -4.612 3.648 0.305
H 3.859 4.914 2.765 0.322
H 1.978 3.870 -4.532 0.374
H -6.426 6.201 -0.351 0.185
H 0.443 -4.463 3.685 0.059
H 2.163 1.941 -2.044 -0.722
H 1.057 5.428 -3.888 0.301
H -4.606 7.022 -0.944 0.000
H 2.247 6.641 -1.871 0.252
H -7.269 5.297 1.026 0.313
H 1.626 -3.218 5.353 0.321
H 3.314 -1.088 -3.101 0.275
H 0.405 -8.507 0.102 0.302
H -1.068 -7.891 -0.681 0.315
H 0.539 -1.817 5.213 0.296
H -0.594 -0.425 -1.429 -0.503
H 2.509 -0.503 -1.626 -0.153
H -3.175 -0.709 -1.950 0.392
H -0.023 -0.543 0.324 0.099
H -4.374 0.685 1.443 0.207

46
Properties=species:S:1:pos:R:3:nbo_charge:R:1 method="wB97M-V/def2-TZVPD" e_above_lowest_ev=0.000 homo_lumo_gap_ev="8.927 / 8.894" e_homo_ha="-0.405 / -0.404" charge=+1 multiplicity=3
Ni -4.127 8.271 10.285 1.637
O -5.965 9.197 10.651 -0.729
O -2.365 7.503 9.665 -0.737
O -4.749 7.005 11.744 -0.784
O -2.818 11.397 12.740 -0.725
O -3.575 9.635 13.871 -0.772
O -3.239 9.493 11.668 -0.859
O -5.124 7.186 8.843 -0.729
O -3.818 9.755 8.877 -0.746
N -4.121 11.876 9.571 -0.825
N -7.956 8.326 11.305 -0.831
N -6.955 6.054 8.180 -0.832
N -1.357 5.873 8.431 -0.824
N -5.730 7.251 6.661 -0.824
N -7.847 10.339 10.174 -0.830
N -4.157 11.374 7.323 -0.828
N -5.066 5.088 12.915 -0.826
N -3.784 6.781 13.775 -0.824
N -1.129 8.094 7.882 -0.827
C -4.024 10.936 8.603 0.804
C -5.904 6.882 7.951 0.809
C -7.185 9.272 10.702 0.808
C -4.537 6.322 12.758 0.803
C -3.223 10.096 12.765 0.980
C -1.662 7.162 8.722 0.816
H -6.940 5.663 9.107 0.409
H -4.140 10.710 6.576 0.409
H -4.133 12.848 9.320 0.391
H -5.550 4.601 12.187 0.405
H -6.206 6.805 5.898 0.401
H -0.748 5.607 7.683 0.403
H -8.847 10.349 10.245 0.393
H -4.133 12.366 7.173 0.399
H -7.481 7.540 11.710 0.425
H -5.027 7.920 6.412 0.408
H -3.575 6.199 14.565 0.389
H -4.907 4.612 13.784 0.395
H -8.952 8.429 11.269 0.395
H -7.729 5.861 7.574 0.408
H -7.299 11.151 9.962 0.419
H -2.702 11.553 13.690 0.499
H -1.671 5.208 9.117 0.417
H -4.009 11.601 10.535 0.449
H -1.237 9.069 8.090 0.424
H -0.636 7.800 7.060 0.391
H -3.517 7.784 13.744 0.467

11
Properties=species:S:1:pos:R:3:nbo_charge:R:1 method="wB97M-V/def2-TZVPD" e_above_lowest_ev=1.491 homo_lumo_gap_ev="8.128 / 8.131" e_homo_ha="-0.330 / -0.330"
Br -2.608 1.021 0.184 0.182
Cl 2.603 1.657 0.455 -0.085
O 1.578 0.166 -1.411 -0.591
C 0.349 0.143 0.636 -0.315
C -1.321 -0.034 -0.569 -0.206
C 1.383 0.534 -0.241 0.475
C -0.563 -1.018 0.200 -0.474
H 0.174 0.559 1.572 0.235
H -0.696 0.112 -1.544 0.290
H -1.026 -1.392 1.058 0.229
H 0.128 -1.748 -0.342 0.259